Entry 1:
Computed, not measured: C45H48N2OP2ReS2 as an isolated structure in a non-equilibrium geometry, with the ωB97M-V functional and the def2-TZVPD basis.

```
101
Properties=species:S:1:pos:R:3:forces:R:3:lowdin_charge:R:1
C 2.23386 -1.45861 2.22213 -0.203 -0.167 -0.165 -0.118
H -3.05768 0.98349 -3.93771 -0.112 -0.021 -0.039 0.115
H 1.47302 4.87642 6.18219 0.005 -0.034 -0.171 0.120
C 3.84572 -4.93163 -2.05288 0.006 0.319 -0.120 0.017
C 3.06677 -5.61456 -1.12958 -0.082 -0.014 0.136 0.015
C 3.55515 -3.61070 -2.36769 0.165 0.097 -0.114 -0.018
H -5.82428 0.05621 -1.56807 -0.055 -0.015 0.072 0.130
H 3.53492 -0.50337 3.62719 0.115 0.072 0.023 0.118
C -3.09543 -2.45231 -2.69883 -0.005 -0.009 -0.054 -0.089
N 1.11089 2.12292 3.13224 -0.158 -0.565 -0.762 0.049
H -1.37286 5.13725 -0.45977 -0.077 -0.064 -0.098 0.101
H -1.90389 2.99526 0.69492 0.000 -0.031 -0.013 0.088
N -0.85461 3.15572 2.48790 0.545 -0.639 -0.017 0.069
H -3.44513 0.70015 -1.46104 -0.105 0.052 0.004 0.110
P 0.61980 -2.68625 0.33877 0.397 -1.552 0.600 0.991
C -5.40922 -1.91498 -2.31652 0.018 0.001 -0.024 0.000
C 1.15036 -2.17490 -6.06180 0.141 0.055 0.183 0.017
C -0.81920 -3.74045 0.59625 0.084 0.537 -0.162 -0.358
C 2.46544 -3.70316 3.83820 0.024 0.063 -0.072 -0.007
H -1.63923 6.66065 0.35836 0.012 -0.126 -0.052 0.126
C 1.14209 -1.58444 -3.75253 -0.354 0.140 0.767 -0.324
H 4.68004 -5.41826 -2.53495 0.041 -0.071 -0.049 0.141
H 0.73837 6.31192 0.22883 0.102 0.058 0.025 0.089
P -1.06459 -0.55315 -2.38189 -0.693 0.570 -1.423 0.993
C 2.06508 4.16207 4.22750 0.063 -0.036 0.049 -0.185
H 3.12915 6.60047 6.48738 -0.134 0.097 -0.071 0.090
H 2.41636 6.86520 4.86839 -0.160 0.019 0.245 0.080
H -2.69990 -5.04044 3.08557 -0.076 0.015 0.066 0.131
C -0.05671 2.00016 -2.71194 -0.110 -0.190 0.075 -0.134
C -0.22319 -1.98292 -6.10688 -0.045 0.021 -0.021 0.013
C 3.12187 -2.52799 4.17681 -0.092 0.002 -0.092 -0.007
C 1.31109 2.82882 4.39698 0.259 0.779 0.519 -0.142
H -2.67448 -6.01742 -1.07979 -0.040 -0.032 -0.077 0.127
C -0.91730 -1.56118 -4.98407 -0.072 -0.039 0.165 -0.035
H 2.16155 -0.60453 1.54328 0.173 0.165 0.062 0.047
H 1.16823 -4.67672 2.45317 -0.057 -0.080 0.015 0.114
C 1.67615 -3.75763 2.70138 -0.049 -0.021 -0.074 -0.065
C 1.55449 -2.62908 1.89140 -0.262 0.380 -0.139 -0.346
H 3.73286 -2.49022 5.06453 0.078 0.019 0.095 0.133
C -2.22104 1.62702 -3.71693 -0.109 -0.070 0.006 -0.061
H 1.68925 -2.47540 -6.94749 0.034 -0.032 -0.075 0.141
C -1.31822 -4.47752 -0.48117 0.079 -0.033 -0.010 -0.099
C -0.05865 3.29734 -3.18785 0.204 0.045 0.132 -0.036
H -0.89722 -4.34027 -1.46806 0.011 -0.099 -0.112 0.104
C -1.13283 3.75993 -3.93432 0.014 -0.043 0.022 -0.009
C -1.35016 -3.90951 1.87735 -0.031 0.071 0.068 -0.072
Re 0.50067 -0.44409 -0.54439 0.207 0.216 1.156 0.730
H -1.97950 -1.37202 -5.04578 -0.061 -0.011 -0.019 0.126
C 0.17362 5.70036 0.92786 -0.004 -0.031 -0.179 -0.095
C -2.21776 4.97848 1.51946 0.229 -0.260 -0.446 -0.166
C -2.30591 -5.41920 -0.26039 0.030 0.049 -0.118 -0.031
H 3.99973 6.17117 5.03272 -0.120 -0.180 0.092 0.087
C 3.00233 6.18326 5.48980 0.588 0.393 -0.510 -0.097
C -0.23312 -1.36503 -3.78718 0.105 -0.122 0.432 -0.324
C -5.06201 -0.64965 -1.86371 0.129 0.126 0.107 -0.022
H 0.34473 2.98872 4.88357 0.041 -0.122 0.010 0.134
C -2.20392 2.92163 -4.20849 0.057 -0.060 -0.008 -0.012
S 0.22075 1.51398 0.70445 -1.072 -0.395 -1.950 0.791
C -2.80389 -5.61823 1.02166 -0.026 0.011 0.003 -0.003
C -3.73052 -0.28245 -1.81272 0.039 0.003 0.092 -0.090
C 2.03228 -4.97466 -0.46294 -0.097 0.054 -0.055 -0.033
C 2.49916 -2.99277 -1.72217 -0.590 0.425 0.309 -0.336
C 1.74730 -3.64020 -0.74443 -0.238 0.296 -0.076 -0.329
H -2.12391 5.46548 2.49217 -0.059 0.015 0.111 0.128
C -1.28232 5.63670 0.50678 -0.191 0.372 0.161 -0.242
C -2.74671 -1.17058 -2.26714 0.465 0.141 0.437 -0.360
H 3.00014 3.98423 3.69014 -0.017 -0.057 -0.095 0.126
H 3.05466 4.16007 6.15629 -0.054 -0.051 -0.177 0.122
H 0.63664 4.71377 0.93358 0.169 -0.104 0.061 0.044
H -1.12430 4.77021 -4.31430 -0.009 0.082 -0.043 0.133
C 3.00358 -1.40655 3.36752 0.141 0.253 0.008 -0.048
H -0.97764 -3.32463 2.70533 -0.021 0.004 0.092 0.115
H 2.57490 -4.57999 4.45688 -0.019 -0.091 0.064 0.134
C 1.84524 -1.97408 -4.87656 0.233 -0.022 -0.041 -0.013
O 2.97690 -0.37094 -2.18964 0.854 1.125 0.361 -0.322
H 1.88924 2.16388 5.04250 -0.145 -0.023 -0.073 0.142
C -1.14979 1.16552 -2.95451 0.222 -0.056 0.446 -0.352
C -4.43102 -2.81251 -2.72633 0.068 -0.060 -0.039 -0.024
H -2.34266 -3.14096 -3.05355 0.040 -0.069 -0.044 0.104
C -2.32464 -4.87048 2.08810 0.053 0.161 0.016 -0.018
H -4.71712 -3.78493 -3.09680 -0.012 -0.100 0.000 0.128
H 3.28257 -6.64826 -0.90548 0.023 -0.092 0.021 0.139
H 0.26861 6.14541 1.91579 0.101 0.052 0.117 0.078
H 2.91472 -2.10349 -4.84390 0.156 -0.053 -0.045 0.128
H 0.80906 1.62219 -2.16510 0.143 0.147 -0.126 0.056
H -0.82920 3.67176 3.36150 0.267 -0.062 0.058 0.167
H -3.57255 -6.35803 1.19138 -0.014 -0.086 0.003 0.134
C 0.11870 2.29913 2.26854 0.909 0.477 1.859 -0.616
H 4.15090 -3.06744 -3.08355 0.136 0.003 -0.124 0.131
H -2.89409 3.04534 2.17263 0.160 -0.125 -0.110 0.142
S 1.92544 -1.35200 -2.15107 -0.482 -1.729 -1.230 0.780
H 0.77988 3.94391 -2.98509 0.125 0.086 -0.023 0.127
H -0.75814 -2.14687 -7.02967 -0.048 0.011 -0.102 0.139
H 1.46040 -5.51296 0.27870 -0.040 -0.044 0.038 0.123
C -2.01360 3.46581 1.67374 -0.965 0.404 -0.269 -0.168
H 1.86150 1.50095 2.86158 -0.164 0.064 -0.033 0.128
H -3.24507 5.12825 1.18727 -0.067 -0.053 0.124 0.128
C 2.38739 4.80941 5.57571 -0.389 -0.476 0.573 -0.269
H 1.47616 4.85435 3.61899 -0.043 -0.009 -0.041 0.097
H -6.44952 -2.19754 -2.35655 -0.114 -0.057 -0.032 0.134
H -3.02498 3.27317 -4.81215 -0.114 0.034 -0.070 0.132
```
Positions in Å, forces in eV/Å.

Calculated values
LUMO (alpha / beta)	-15.02 / -14.25	eV
strongest force on any atom	2.26	eV/Å
spin multiplicity	2
total charge	+4
Kohn-Sham gap (alpha / beta)	3.838 / 4.612	eV
<S²>	0.89

=====

Entry 2:
Computed, not measured: C45H49BBrF3N4O7SSbY as an isolated structure in a non-equilibrium geometry, with the ωB97M-V functional and the def2-TZVPD basis.

```
113
Properties=species:S:1:pos:R:3:forces:R:3:lowdin_charge:R:1
H 2.78006 -5.90383 8.17674 -0.117 0.080 -0.132 0.087
C 0.95169 -2.94588 3.68912 0.391 0.086 -0.494 -0.225
C 0.02041 -4.58647 -3.46152 0.140 -0.153 -0.024 -0.062
C -1.89818 1.30180 -4.31751 -0.250 -0.138 -0.121 -0.375
C -2.65118 3.60082 -1.60965 0.031 0.067 0.090 -0.117
H -2.48276 -3.56614 -6.00639 0.006 0.012 0.012 0.107
C 1.05347 1.55958 -3.11640 0.140 0.023 -0.109 -0.386
H 1.28103 -0.34258 3.34695 -0.010 -0.205 0.153 0.096
O -3.48563 7.05561 2.92963 -0.100 -0.102 -0.174 -0.359
H -2.00369 -1.37103 -5.16548 -0.077 0.155 0.012 0.149
N 0.85856 0.36930 2.77162 -0.122 -0.043 -0.087 0.101
H 4.51763 2.90400 0.25962 0.046 0.022 -0.113 0.101
H -3.48199 2.94403 -1.86069 0.100 0.078 0.018 0.097
C -0.29381 4.02047 -1.35371 -0.112 -0.021 0.026 -0.133
N -1.29741 -2.09724 -5.04678 0.237 -0.252 0.019 -0.142
H -1.37344 1.71162 -7.67817 -0.080 -0.013 0.148 0.124
C 0.09576 -3.50185 6.20841 -0.110 -0.005 0.011 -0.027
H -1.79505 0.24184 1.76583 0.200 -0.504 0.827 0.036
H 2.18758 -6.20718 6.52803 -0.013 0.071 0.109 0.090
N 1.85931 1.07839 2.12166 -0.227 -0.389 -0.682 0.045
H 0.73908 3.68904 -1.40325 -0.105 0.036 0.021 0.090
C -2.42666 4.70576 2.81787 -0.052 -0.479 -0.063 -0.254
C 2.42925 -4.09394 7.01165 -0.066 0.001 -0.028 -0.563
C 0.33626 -2.68591 -1.94555 -0.002 0.227 0.051 -0.203
Y -0.56390 -1.22472 -0.17155 -1.192 2.271 -2.814 1.076
H -0.31215 4.79096 2.57590 -0.163 -0.139 0.003 0.108
C -2.93439 4.87445 -1.13051 -0.218 -0.201 -0.067 0.012
H -1.89990 -3.00981 5.50830 0.162 -0.012 -0.040 0.126
C 1.95236 -4.54273 -2.04479 -0.007 -0.056 -0.011 -0.086
H -0.13122 1.57734 -5.53157 -0.030 0.049 0.039 0.091
H 4.36327 1.65011 1.50220 0.054 -0.070 0.006 0.102
C -3.26940 1.44093 -6.72892 0.078 0.000 0.114 -0.300
H 4.10986 0.01977 -3.31142 -0.133 0.118 -0.008 0.123
C 1.50972 -3.33155 -1.52013 0.012 0.058 0.029 -0.148
H 0.22239 5.98127 -0.57321 -0.156 -0.139 -0.063 0.130
O -2.93542 5.91788 5.01263 0.010 -0.155 0.029 -0.355
F 4.90461 2.20447 -4.41413 0.279 0.042 -0.102 0.069
H 0.06709 -0.97326 -6.19972 -0.022 -0.020 0.014 0.105
C -1.13446 2.91591 1.84394 0.177 0.087 -0.125 -0.061
H -3.95480 5.22511 -0.99472 0.209 -0.062 -0.030 0.132
C -1.88189 5.70323 -0.79408 -0.061 -0.056 0.076 -0.286
S -2.50822 6.28363 3.67406 0.002 0.365 0.118 0.383
H 4.06785 -4.72129 5.70150 -0.031 0.117 0.136 0.085
H 2.12726 -2.87278 -0.74505 -0.083 -0.080 0.034 0.089
H 3.01325 3.93607 -4.61653 -0.049 -0.112 0.051 0.125
O 2.75316 1.91905 0.19742 0.452 0.142 -0.053 0.014
Br -3.27654 -1.66224 -0.75211 0.405 -0.145 0.057 -0.041
H 4.54150 -4.33769 7.36112 -0.057 0.031 -0.102 0.086
H -1.44638 -2.60180 -7.09118 -0.005 0.016 0.000 0.104
F -3.92754 1.51709 -7.88968 -0.153 0.011 -0.315 0.074
H -3.10197 0.46478 0.88645 -0.559 -0.119 -0.177 -0.008
C -0.84641 -3.10090 5.26085 -0.066 -0.055 0.282 0.030
H -0.72636 -3.85389 -6.05682 0.091 -0.084 0.024 0.091
H -3.86273 0.98977 -3.45469 0.087 0.035 -0.090 0.097
H -2.42578 -3.27606 -3.69829 -0.061 -0.073 -0.080 0.128
C -1.50563 -3.10603 -6.12963 -0.069 0.201 0.232 0.010
H -4.42257 2.10899 1.85021 0.206 0.152 0.077 0.113
N -2.19183 0.84117 1.06916 0.604 0.470 -0.229 0.032
C 2.03636 0.57563 -2.97472 0.056 0.200 -0.054 -0.140
C -1.21094 1.48153 -5.52343 -0.277 0.102 -0.020 -0.137
C 1.18325 -5.19565 -2.99799 -0.063 0.039 -0.047 -0.080
C -2.28363 2.16601 1.65585 0.010 -0.170 -0.254 -0.309
C -1.33133 3.16630 -1.73945 -0.005 0.175 0.079 -0.381
C 3.34018 0.77977 -3.41857 -0.103 -0.181 0.101 -0.002
H 0.80977 -2.17122 -5.09566 0.057 -0.126 0.018 0.112
H -5.07290 1.15667 -5.61596 0.181 0.019 0.019 0.127
C -1.54400 -2.64509 -3.61747 0.181 -0.146 -0.232 -0.117
C -3.29502 1.16719 -4.36682 0.102 -0.057 -0.001 -0.126
C 3.84603 2.44793 0.97344 -0.172 -0.010 -0.066 -0.015
C 1.89660 -3.34289 4.61345 0.180 -0.040 0.124 0.060
C 1.41748 2.77048 -3.71684 0.064 -0.091 -0.119 -0.126
C -3.99068 1.24529 -5.57062 -0.093 -0.083 0.261 -0.005
O 0.88961 0.77561 0.08292 0.072 -1.036 -0.086 -0.102
H 0.30232 1.00127 3.32483 -0.244 0.224 0.211 0.109
H 4.17108 -3.02316 6.23246 -0.051 -0.183 0.066 0.089
H -1.81394 -1.77888 -3.03916 -0.129 0.315 0.182 -0.006
C 3.64958 1.99213 -3.99725 -0.107 -0.038 0.071 -0.292
H 3.02927 -3.49727 9.01490 -0.126 0.035 -0.129 0.086
H 2.53216 1.57872 2.65411 0.431 0.315 0.323 0.131
C 2.71931 2.99735 -4.15773 -0.304 0.114 0.024 0.006
B -0.13555 -2.23310 1.84246 0.738 -1.595 2.791 -0.583
C 2.29496 -3.19930 8.25585 0.005 0.074 0.028 -0.052
O 1.14103 -2.60167 2.35827 -0.076 -0.113 0.307 0.054
H 2.93970 -3.43048 4.32067 -0.229 0.018 0.052 0.116
H 2.87713 -4.98977 -1.69015 -0.115 0.043 -0.033 0.105
C 2.09454 -5.54653 7.39693 0.008 -0.036 0.001 -0.047
C -3.58847 3.95854 2.59444 0.136 0.169 -0.013 -0.042
C -1.89417 1.55522 -6.73686 0.281 -0.028 0.073 -0.006
H 0.67915 3.55637 -3.84555 0.065 -0.054 0.017 0.109
H 1.48217 -6.16834 -3.37711 -0.049 0.118 0.043 0.105
H -0.25523 -3.72854 7.21307 0.073 0.047 -0.188 0.111
Sb -0.93841 1.18856 -2.38901 0.498 0.448 -0.293 1.507
C -0.37767 -2.82327 3.99744 -0.522 0.135 -0.243 -0.222
C 1.46087 -3.62639 5.91511 0.007 -0.012 -0.048 -0.167
C -1.19957 4.17654 2.43084 -0.150 0.107 0.009 -0.054
F -2.14587 6.92348 -0.34699 -0.050 0.243 0.047 0.105
H 0.13689 -0.67432 -4.45433 0.080 0.229 0.261 0.045
H -0.59860 -5.11126 -4.18626 0.066 0.039 0.042 0.105
C 0.03049 -1.42765 -5.21279 -0.206 -0.412 -0.059 0.007
H 1.30135 -3.27244 8.70885 0.130 0.012 -0.079 0.076
H -4.54935 4.38223 2.88413 0.216 -0.092 -0.046 0.123
H 1.79921 -0.36835 -2.50160 -0.065 -0.119 0.018 0.070
H 3.49894 3.21251 1.66924 -0.072 0.011 -0.012 0.106
H -0.19481 2.53003 1.45965 -0.132 0.082 0.101 0.079
C 3.88368 -4.03745 6.53932 0.118 -0.010 -0.029 -0.076
H 2.47263 -2.14830 8.00047 -0.013 -0.142 0.046 0.092
C -0.36317 -3.33491 -2.98268 0.047 0.098 -0.266 -0.290
C -0.56583 5.30133 -0.88914 0.292 -0.131 0.002 0.006
O -1.14889 6.79670 3.59406 0.113 -0.107 -0.074 -0.375
H 1.07127 -5.63239 7.77838 0.151 0.020 -0.057 0.081
C -3.51558 2.69570 2.01658 -0.259 0.066 0.057 -0.034
C 1.80976 1.20720 0.78058 -0.508 0.375 0.320 -0.551
O -1.07629 -2.40511 2.87879 0.203 -0.003 0.266 0.086
```
Positions in Å, forces in eV/Å.

Calculated values
LUMO	-0.49	eV
energy above the lowest of the compared OMol25 structures with the same formula, charge and spin	49.9	kcal/mol
strongest force on any atom	3.81	eV/Å
spin multiplicity	1
Kohn-Sham gap	6.504	eV